This record from the OMol25 dataset describes 2 unconnected molecules or ions with the total composition Br2ClFSi at a distorted geometry. The level of theory is ωB97M-V with the def2-TZVPD basis set.

```
5
Properties=species:S:1:pos:R:3:forces:R:3
F 0.01328 0.29464 1.24555 -0.312 -0.055 -0.329
Si 0.07310 -0.35372 -0.19189 3.066 -1.879 3.315
Cl -0.53659 0.62986 -1.64065 -1.457 2.465 -3.126
Br -0.49977 -2.41771 -0.24215 -0.065 -0.301 0.155
Br 3.88210 0.21633 -0.28876 -1.232 -0.231 -0.014
```
Forces are in eV/Å.

The value obtained for the gap between HOMO and LUMO (spin up / spin down) is 7.54 / 5.51 eV.



This record from the OMol25 dataset describes a molecular structure, Br2H10O6V at a distorted geometry. The level of theory is ωB97M-V with the def2-TZVPD basis set.

```
19
Properties=species:S:1:pos:R:3:forces:R:3
O -0.40647 0.59991 0.87731 -1.098 -0.631 -1.909
V -1.30609 -0.03287 -0.25815 0.876 0.740 3.726
Br -3.43311 1.45291 0.56423 1.007 -1.105 -0.816
Br -1.46764 -2.41967 1.15490 -0.150 1.196 -1.024
O 0.68034 -0.90408 -1.06730 0.029 0.105 -0.439
H 1.37030 -1.06999 -0.39613 -0.524 0.064 0.415
H 0.93534 -1.40316 -1.85176 -0.176 -0.037 0.166
O 2.18289 1.72686 3.20985 -0.126 -0.126 -0.072
H 1.41360 1.39230 2.72406 0.126 0.105 0.051
H 2.83913 1.90230 2.52916 -0.075 0.069 0.016
O -0.89811 1.51712 -1.80620 -0.148 -0.368 -0.393
H -0.15496 2.13159 -1.84895 -0.038 -0.162 0.349
H -1.18816 1.38766 -2.71923 -0.154 0.096 0.216
O -2.49639 -1.07025 -1.89139 0.163 0.016 -0.473
H -2.07409 -1.51585 -2.63775 -0.065 -0.040 0.188
H -3.26474 -1.61802 -1.66569 0.177 0.216 0.319
O 2.13272 -0.71296 1.42879 0.456 -0.047 -0.336
H 3.03969 -0.41332 1.28961 -0.092 -0.060 0.172
H 2.09576 -0.95048 2.36464 -0.188 -0.032 -0.155
```
Forces are in eV/Å.

Its expectation value of S² is 0.796. As for the spin multiplicity: 2. The value obtained for the gap between HOMO and LUMO (spin up / spin down) is 7.67 / 7.65 eV.



This record from the OMol25 dataset describes 2 unconnected molecules or ions with the total composition Br2H2O2Si at a distorted geometry. The level of theory is ωB97M-V with the def2-TZVPD basis set.

```
7
Properties=species:S:1:pos:R:3:forces:R:3
O 0.89681 0.25478 -1.66474 0.436 0.252 1.367
Si 1.64631 0.00759 -0.35284 0.187 -0.118 -0.237
O 1.98748 0.87716 0.94726 -1.540 -0.375 -5.801
Br 2.68173 -1.89936 -0.11404 -0.032 -0.062 0.057
H 2.15876 1.00058 1.80622 0.948 0.302 4.630
Br -3.77794 -1.77069 -0.19391 -2.568 0.350 -0.225
H -2.45882 -1.95156 -0.06711 2.569 -0.348 0.209
```
Forces are in eV/Å.

The value obtained for the gap between HOMO and LUMO is 10.39 eV. The SMILES is O=[Si](O)Br.Br.